# 1
A cluster of 10 separate species, C20H60O10 in total. Source: OMol25; level of theory: ωB97M-V/def2-TZVPD.

The calculation puts the HOMO-LUMO gap at 10.891 eV. As for the charge: 0. Its SMILES is CCO.CCO.CCO.CCO.CCO.CCO.CCO.CCO.CCO.CCO. The value obtained for the relative energy (zero: lowest compared OMol25 entry of this formula, charge and spin) is 39.8 kcal/mol.

```
90
Properties=species:S:1:pos:R:3:lowdin_charge:R:1
H 1.07 1.00 -6.02 0.100
H -0.42 -0.43 3.29 0.089
H -2.17 3.93 -0.70 0.053
H -3.82 0.24 -0.55 0.099
H -3.18 -1.06 -4.73 0.106
C 0.14 -1.98 5.98 -0.327
H 1.12 -3.74 6.87 0.074
H -1.49 0.96 -3.61 0.056
H 1.04 -0.91 4.78 0.020
C -2.11 -1.03 -0.53 -0.269
H -2.56 3.13 -2.15 0.067
H 1.56 4.06 1.29 0.108
O -0.12 3.42 -2.53 -0.082
H -1.49 1.78 5.06 0.082
C 1.48 -1.15 -2.14 -0.303
H 0.22 -2.51 0.34 0.042
C 1.33 3.22 0.55 -0.054
H 0.45 0.98 -0.65 0.076
C -1.14 -1.46 -5.04 -0.069
H -0.45 -4.90 3.06 0.074
H -0.20 -0.83 -4.97 0.080
O 0.60 -0.69 5.60 -0.091
H 1.85 2.52 -5.51 0.110
H 3.43 -1.42 -3.17 0.077
H -2.37 0.11 -5.73 0.098
C 4.34 -0.73 3.82 -0.078
C -2.23 -0.01 4.02 -0.298
C 1.34 -2.76 6.44 -0.080
H 1.77 -2.18 7.25 0.080
H -1.23 -1.95 -5.97 0.063
O 2.09 -1.27 2.88 -0.099
H 2.23 -0.56 -4.12 0.077
H 3.94 -0.06 4.55 0.068
C 3.44 -0.98 2.62 -0.325
H -1.02 -1.34 1.11 0.055
H 4.46 -1.69 4.29 0.063
O -0.22 1.68 -0.46 -0.110
H -0.41 3.63 -5.88 0.083
H 1.38 3.61 -0.43 0.053
C -2.12 1.48 4.22 -0.063
H 0.58 -3.56 3.12 0.034
C -0.23 2.58 -6.14 -0.055
O -2.18 0.31 -3.67 -0.071
H 3.53 -0.13 1.88 0.121
O 1.62 0.19 -1.75 -0.111
H 1.83 -1.69 -1.15 0.137
H 5.32 -0.36 3.46 0.088
H -0.85 -3.37 2.35 0.066
H -0.12 2.03 1.70 0.103
O -1.24 -1.84 0.32 -0.114
C 2.35 -1.40 -3.37 -0.077
H 2.09 2.52 0.71 0.052
H 0.49 2.39 -3.65 0.026
H -1.74 1.93 3.29 0.064
H -0.24 2.87 -1.78 0.023
C -1.11 4.42 -2.50 -0.308
H -1.09 -2.18 -4.29 0.049
H -0.71 -1.87 6.67 0.118
C -2.33 4.07 -1.74 -0.062
H -0.67 5.41 -2.18 0.128
O 0.79 1.59 -4.11 -0.128
H 1.77 -1.78 2.12 0.050
H -1.07 1.93 -6.10 0.047
H 1.48 0.71 -2.56 0.058
C -3.09 -0.14 0.21 -0.058
C -2.28 -0.49 -4.82 -0.323
H 3.82 -1.89 2.15 0.112
H 0.41 -1.45 -2.28 0.107
H -3.64 -0.76 0.90 0.066
C -0.07 -4.09 2.50 -0.073
H -0.86 3.10 0.75 0.092
H 2.08 -2.29 -3.92 0.067
H -3.10 4.83 -1.86 0.094
H -2.54 -1.86 -1.13 0.125
H -0.04 2.63 -7.17 0.060
C 0.55 -4.25 1.15 -0.302
H -0.28 -2.39 5.04 0.100
C 0.03 2.48 0.69 -0.302
H -3.10 1.85 4.35 0.055
H -1.49 -0.45 -1.20 0.070
H -0.12 -4.66 0.36 0.122
O 1.03 -2.98 0.70 -0.154
H 1.94 -2.97 5.55 0.076
H -3.23 -0.30 3.62 0.127
O -1.37 -0.50 3.00 -0.121
H -2.06 -0.54 4.94 0.084
H 1.46 -4.92 1.04 0.129
H -2.40 0.58 0.70 0.069
H -1.40 4.69 -3.51 0.102
C 0.97 1.92 -5.48 -0.267
```

=====

# 2
A structure of composition C24H27N10PReS3. Source: OMol25; level of theory: ωB97M-V/def2-TZVPD.

The calculation puts the HOMO-LUMO gap (spin up / spin down) at 5.729 / 6.098 eV. As for the charge: +2. As for the expectation value of S²: 0.78. As for the multiplicity: 2. The value obtained for the relative energy (zero: lowest compared OMol25 entry of this formula, charge and spin) is 1.0 kcal/mol.

```
66
Properties=species:S:1:pos:R:3:lowdin_spin:R:1
H -0.07 4.44 4.90 -0.001
C 0.72 2.51 5.33 -0.001
N 1.03 -2.49 0.43 0.002
C -0.54 -2.04 -4.58 0.000
C -0.32 3.10 3.23 0.000
C -1.05 3.99 2.42 0.012
H 2.75 -2.67 1.69 0.000
C -0.07 1.81 2.73 0.001
C -2.03 -2.19 -0.17 0.011
H 0.43 -5.54 -2.09 0.000
S 1.43 3.65 -0.63 0.000
H 0.12 -2.91 -4.63 0.000
C 3.26 0.46 0.05 0.056
N -1.61 -1.25 0.69 0.006
C 0.11 3.43 4.54 -0.011
H -1.89 0.85 -0.72 0.000
C 2.12 -4.42 0.51 -0.001
N 2.14 0.19 0.36 0.019
C 0.42 -3.35 -0.39 0.012
H 1.35 0.45 5.50 0.000
N 2.30 5.78 -1.93 0.000
C -3.76 -1.65 1.08 0.000
N -3.33 -2.45 0.05 0.006
Re 0.39 -0.50 0.80 0.830
C 2.09 -3.15 0.99 0.006
H -4.09 -4.40 -0.11 0.000
N -0.16 -1.18 -3.46 0.000
H 1.38 6.15 -1.77 0.000
C 0.47 0.03 -3.57 0.000
N 3.83 4.10 -1.63 0.001
H -0.96 2.21 -1.37 0.001
N -0.44 1.42 1.45 0.005
H -0.13 -6.25 -0.56 0.000
C 0.70 -5.76 -1.06 0.001
H 4.56 4.65 -2.06 0.000
C 0.53 0.86 3.58 -0.007
S 4.74 0.79 -0.37 0.110
S 0.74 -0.76 2.96 -0.081
H 1.16 1.40 -1.97 0.000
H -2.09 4.21 0.58 0.000
H 4.06 3.21 -1.23 0.003
C -4.16 -3.44 -0.62 0.000
H 0.72 0.45 -4.53 0.000
N 1.07 -4.54 -0.36 0.009
N 0.17 -0.43 -1.42 -0.002
H -2.60 -0.18 2.26 0.000
H 2.79 -5.24 0.71 0.000
C -1.69 1.91 -0.62 0.001
C -0.32 -1.43 -2.15 0.001
H 2.99 6.37 -2.36 0.000
H -2.61 2.46 -0.83 0.000
H 1.56 -6.43 -1.06 0.000
H -5.19 -3.10 -0.61 0.000
H -1.26 4.99 2.78 0.001
H 1.04 2.77 6.33 0.000
C -1.50 3.56 1.21 0.000
C -1.19 2.27 0.74 0.011
H -0.45 -1.47 -5.50 0.000
P -1.00 -2.97 -1.46 0.003
H -3.84 -3.55 -1.66 0.000
C 2.59 4.57 -1.45 0.000
H -1.57 -2.37 -4.47 0.000
C 0.69 0.48 -2.31 0.000
C 0.91 1.20 4.86 -0.011
C -2.68 -0.91 1.47 0.006
H -4.77 -1.68 1.45 0.000
```

=====

# 3
A structure of composition C8H8AsCsF6N6O6. Source: OMol25; level of theory: ωB97M-V/def2-TZVPD.

The calculation puts the HOMO-LUMO gap (spin up / spin down) at 6.971 / 7.066 eV. As for the charge: -1. As for the expectation value of S²: 0.76. As for the multiplicity: 2. The value obtained for the relative energy (zero: lowest compared OMol25 entry of this formula, charge and spin) is 21.3 kcal/mol.

```
36
Properties=species:S:1:pos:R:3:lowdin_spin:R:1
H 1.44 0.90 0.29 0.001
H 4.20 4.98 -0.11 0.001
C 2.17 5.63 -0.21 0.025
O -0.39 -2.87 -2.15 0.000
F -5.65 -4.48 0.41 0.000
H 3.56 2.54 0.02 0.000
C 0.84 5.23 -0.23 0.093
As -3.97 -4.18 0.65 0.000
O 1.37 -4.01 -1.65 0.000
Cs -1.89 -1.02 -0.28 0.002
N 1.52 2.93 -0.07 0.161
C 2.55 7.14 -0.29 0.008
H 1.38 0.38 1.85 0.000
F -3.96 -5.14 2.08 0.000
N 2.36 -0.87 0.68 0.000
F -2.26 -3.80 0.87 0.000
C 3.17 4.65 -0.12 -0.012
O -2.07 1.93 -0.56 0.014
F -4.35 -2.75 1.59 0.000
C 2.16 -1.91 -0.16 0.000
C 2.81 3.33 -0.05 0.036
F -3.52 -5.52 -0.33 0.000
N 1.34 0.07 0.89 0.004
N 1.06 -1.88 -0.88 0.000
O 1.58 7.91 -0.38 0.001
H 3.31 -0.60 0.86 0.000
O -2.59 4.08 0.14 0.019
F -3.95 -3.15 -0.78 0.000
H 3.76 -2.89 0.60 0.000
N 0.68 -2.99 -1.59 0.000
O 3.77 7.36 -0.28 0.008
C 0.64 3.87 -0.15 0.609
H 0.06 5.97 -0.29 0.004
H 2.96 -3.65 -0.74 0.000
C -2.31 3.01 -0.21 0.025
N 3.16 -2.82 -0.20 0.000
```

=====

# 4
A cluster of 2 separate species, C9H14 in total. Source: OMol25; level of theory: ωB97M-V/def2-TZVPD.

The calculation puts the HOMO-LUMO gap at 10.045 eV. As for the charge: 0. Its SMILES is Cc1ccccc1.CC. The value obtained for the relative energy (zero: lowest compared OMol25 entry of this formula, charge and spin) is 10.7 kcal/mol.

```
23
Properties=species:S:1:pos:R:3:lowdin_charge:R:1
C 0.37 1.09 0.44 -0.086
H 2.69 -1.76 1.16 0.055
C 0.45 1.68 -2.01 -0.051
C -1.59 0.68 -0.80 -0.059
H -1.96 -0.27 2.45 0.100
C 2.52 -2.51 0.38 -0.158
C -0.26 0.79 1.65 -0.081
H -2.23 0.90 -1.66 0.111
H -0.19 2.28 -2.66 0.079
H 0.33 -2.76 0.18 0.064
H 1.30 2.28 -1.72 0.070
C 1.16 -2.27 -0.31 -0.157
H 1.21 -2.72 -1.31 0.063
H 0.93 -1.22 -0.45 0.031
H 1.41 1.39 0.51 0.106
C -0.29 1.20 -0.80 -0.283
H 3.35 -2.40 -0.31 0.056
C -2.16 0.21 0.36 -0.109
H 0.30 0.81 2.57 0.100
H 2.55 -3.53 0.76 0.058
C -1.50 0.16 1.58 -0.094
H -3.18 -0.15 0.30 0.102
H 0.87 0.85 -2.59 0.083
```

=====

Number 1: DFT total energy -1550.27289 hartree. Number 2: DFT total energy -3092.21400 hartree. Number 3: DFT total energy -3944.88605 hartree. Number 4: DFT total energy -351.31315 hartree.